No. 1
Below is the molecule C5H6O, with properties calculated with wB97M-V/def2-TZVPD.

**E_tot**: -7327.5698 eV
**Max |F|**: 0.7 eV Å⁻¹
**Energy relative to the best compared isomer or geometry (same formula, charge and spin)**: 165.4 kJ/mol
**Charge**: 0
**SMILES**: CC#CCC=O
**LUMO level**: 0.905 eV

Each line ends with the Mulliken charge.
Cartesian coordinates (Å):
C -0.98 -2.10 0.92  -1.164
C -0.26 -0.85 0.72  0.674
C 0.19 0.25 0.49  -0.350
C 0.54 1.57 -0.03  -0.409
C 0.93 1.43 -1.50  -0.018
O 0.40 2.05 -2.39  -0.456
H -1.94 -1.89 1.42  0.277
H -0.44 -2.83 1.53  0.306
H -1.20 -2.57 -0.04  0.275
H 1.37 2.04 0.51  0.279
H -0.32 2.26 0.02  0.240
H 1.73 0.69 -1.71  0.346


No. 2
Below is a 2-piece molecular cluster, C3H10N2O2 overall, with properties calculated with wB97M-V/def2-TZVPD.

**E_tot**: -10348.7447 eV
**Max |F|**: 1.5 eV Å⁻¹
**Energy relative to the best compared isomer or geometry (same formula, charge and spin)**: 71.7 kJ/mol
**Charge**: 0
**SMILES**: CNC(=O)CN.O
**LUMO level**: 0.814 eV

Each line ends with the Mulliken charge.
Cartesian coordinates (Å):
N -0.12 1.37 -1.86  -0.646
C -0.16 1.53 -0.40  -0.155
C 0.63 0.44 0.35  0.359
N 0.76 -0.70 -0.33  -0.153
C 1.27 -1.88 0.35  -0.844
O 1.09 0.66 1.45  -0.662
H 0.79 1.71 -2.18  0.211
H -0.77 2.00 -2.28  0.242
H -1.19 1.41 -0.06  0.181
H 0.15 2.51 -0.04  0.297
H 0.40 -0.77 -1.27  0.304
H 0.64 -2.12 1.20  0.243
H 2.27 -1.67 0.73  0.267
H 1.29 -2.70 -0.35  0.357
H -2.41 -1.32 1.87  0.311
H -2.06 0.15 1.58  0.331
O -2.57 -0.61 1.24  -0.644


No. 3
Below is a 2-piece molecular cluster, C3H11N2 overall, with properties calculated with wB97M-V/def2-TZVPD.

**E_tot**: -6262.5768 eV
**Max |F|**: 1.7 eV Å⁻¹
**Energy relative to the best compared isomer or geometry (same formula, charge and spin)**: 96.9 kJ/mol
**Charge**: +1
**LUMO level**: -3.176 eV

Each line ends with the Mulliken charge.
Cartesian coordinates (Å):
C 2.25 0.13 1.62  -0.215
N 2.17 0.19 0.35  -0.537
H 1.47 -0.41 2.14  0.246
H 3.13 0.49 2.15  0.265
H 2.93 0.63 -0.17  0.205
H 0.59 0.50 -0.06  0.309
C -1.53 -1.26 -0.86  -1.078
C -1.55 0.13 -0.23  -0.392
N -0.31 0.87 -0.55  -0.264
H -0.70 -1.84 -0.45  0.323
H -2.45 -1.77 -0.67  0.359
H -1.42 -1.15 -1.95  0.338
H -2.45 0.70 -0.50  0.373
H -1.66 0.00 0.85  0.295
H -0.16 0.98 -1.55  0.360
H -0.32 1.80 -0.11  0.414


No. 4
Below is a 2-piece molecular cluster, C4H11NOS overall, with properties calculated with wB97M-V/def2-TZVPD.

**E_tot**: -18696.4772 eV
**Max |F|**: 7.7 eV Å⁻¹
**Energy relative to the best compared isomer or geometry (same formula, charge and spin)**: 198.5 kJ/mol
**Charge**: -1
**Spin multiplicity**: 2
**LUMO level (spin up / spin down)**: 3.221 / 3.173 eV

Each line ends with the Mulliken spin population.
Cartesian coordinates (Å):
C 2.02 0.04 -1.09  1.422
C 2.67 0.01 0.29  0.589
O 3.43 0.78 0.70  -0.459
N 2.45 -1.22 0.94  0.796
H 2.62 -0.39 -1.86  -0.215
H 2.10 1.09 -1.26  -0.172
H 3.13 -1.51 1.74  -0.167
H 1.81 -1.82 0.67  -0.610
H 1.14 -0.66 -1.24  -0.549
C -2.63 1.67 0.41  0.260
C -2.01 -0.90 -0.26  0.613
S -3.45 0.31 -0.44  0.043
H -1.80 1.49 1.18  -0.117
H -2.62 2.57 -0.33  0.006
H -3.59 1.92 1.03  0.003
H -2.53 -1.78 0.13  -0.350
H -1.41 -0.46 0.46  0.077
H -1.33 -1.12 -1.07  -0.170


No. 5
Below is C12H33InN3O3 as an isolated structure, with properties calculated with wB97M-V/def2-TZVPD.

**E_tot**: -28713.2303 eV
**Max |F|**: 3.1 eV Å⁻¹
**Charge**: +4
**Spin multiplicity**: 2
**LUMO level (spin up / spin down)**: -18.083 / -18.327 eV

Each line ends with the Mulliken spin population.
Cartesian coordinates (Å):
In 0.73 0.46 0.33  -0.015
C 3.28 -2.88 3.32  0.001
C 2.85 -1.90 2.22  0.006
C 2.94 -2.59 0.85  0.014
O 2.41 -1.84 -0.30  0.171
C 2.56 -2.50 -1.56  0.007
N 1.49 -1.46 2.46  -0.082
H 3.21 -2.51 4.34  -0.001
H 4.33 -3.14 3.23  -0.002
H 2.64 -3.74 3.09  -0.001
H 3.61 -1.12 2.32  0.003
H 2.58 -3.61 0.83  0.008
H 4.01 -2.76 0.72  0.018
H 2.10 -1.88 -2.33  0.003
H 2.17 -3.52 -1.58  0.003
H 3.63 -2.51 -1.73  0.020
H 1.02 -2.31 2.76  0.000
H 1.47 -0.97 3.35  0.001
C 1.02 1.23 -4.69  0.015
C 0.42 1.16 -3.31  0.003
C -1.00 0.45 -3.27  0.065
O -1.59 0.65 -1.96  0.709
C -2.96 0.31 -1.92  0.025
N 1.43 0.42 -2.52  0.008
H 1.99 1.69 -4.51  0.001
H 0.47 1.81 -5.43  -0.001
H 1.13 0.23 -5.12  -0.001
H 0.39 2.15 -2.87  0.000
H -0.97 -0.61 -3.53  0.020
H -1.62 0.90 -4.05  0.023
H -3.35 0.54 -0.93  0.006
H -3.08 -0.76 -2.10  0.057
H -3.51 0.96 -2.61  0.048
H 1.57 -0.51 -2.88  0.002
H 2.31 0.85 -2.79  0.000
C -2.85 3.80 1.83  -0.018
C -1.91 2.63 1.73  -0.006
C -2.54 1.29 2.19  -0.010
O -1.62 0.19 2.08  -0.002
C -2.16 -0.95 2.74  -0.001
N -1.58 2.54 0.32  -0.094
H -2.41 4.73 1.47  0.000
H -3.14 3.91 2.87  -0.005
H -3.77 3.61 1.26  0.000
H -0.99 2.84 2.28  0.003
H -3.30 0.95 1.48  0.001
H -2.93 1.56 3.17  -0.001
H -3.06 -1.30 2.23  0.000
H -2.38 -0.73 3.79  0.001
H -1.44 -1.77 2.85  0.000
H -1.10 3.37 0.00  -0.002
H -2.46 2.66 -0.16  -0.001


No. 6
Below is C6H15N as an isolated structure, with properties calculated with wB97M-V/def2-TZVPD.

**E_tot**: -7949.1254 eV
**Max |F|**: 2.8 eV Å⁻¹
**Energy relative to the best compared isomer or geometry (same formula, charge and spin)**: 640.8 kJ/mol
**Charge**: 0
**LUMO level**: -1.622 eV

Each line ends with the Mulliken charge.
Cartesian coordinates (Å):
C -2.84 -0.84 -2.17  -1.194
C -1.47 -0.60 -1.53  -0.165
N -1.37 -1.39 -0.34  -0.502
C 1.86 1.60 0.92  -0.390
C 2.86 0.54 1.29  -1.056
C -0.25 -0.96 0.45  -0.338
C -0.49 0.32 1.25  -0.735
H -2.90 -0.25 -3.13  0.343
H -2.95 -1.92 -2.42  0.299
H -3.63 -0.62 -1.48  0.303
H -1.37 0.47 -1.27  0.218
H -0.63 -0.80 -2.23  0.344
H 2.03 2.49 1.56  0.328
H 2.11 1.94 -0.10  0.234
H 3.94 0.82 1.34  0.349
H 2.93 -0.25 0.55  0.343
H 2.63 -0.02 2.22  0.299
H 0.08 -1.74 1.11  0.352
H 0.56 -0.72 -0.27  0.225
H -0.51 0.15 2.34  0.297
H 0.72 0.82 1.03  0.080
H -1.29 0.98 0.89  0.365


No. 7
Below is a 2-piece molecular cluster, C2H10NOSi overall, with properties calculated with wB97M-V/def2-TZVPD.

**E_tot**: -13643.2979 eV
**Max |F|**: 4.9 eV Å⁻¹
**Energy relative to the best compared isomer or geometry (same formula, charge and spin)**: 194.4 kJ/mol
**Charge**: +1
**LUMO level**: -4.734 eV

Each line ends with the Mulliken charge.
Cartesian coordinates (Å):
C 1.96 0.55 -0.63  -0.787
C 0.85 -1.29 0.66  -0.138
N 1.30 -0.68 -0.36  -0.020
O -1.71 -0.58 0.11  -0.407
Si -2.13 0.98 0.26  0.410
H 1.84 1.16 0.20  0.373
H 2.86 0.42 -1.24  0.316
H 1.37 1.03 -1.60  0.302
H 0.29 -2.27 0.78  0.273
H 0.87 -0.84 1.62  0.315
H -2.31 -1.28 0.35  0.332
H 1.29 -1.24 -1.25  0.317
H -1.41 1.44 1.50  -0.097
H -1.49 1.56 -1.01  -0.093
H -3.56 1.06 0.58  -0.096


No. 8
Below is a 2-piece molecular cluster, BrH2PS2 overall, with properties calculated with wB97M-V/def2-TZVPD.

**E_tot**: -101032.8252 eV
**Max |F|**: 0.7 eV Å⁻¹
**Energy relative to the best compared isomer or geometry (same formula, charge and spin)**: 211.9 kJ/mol
**Charge**: 0
**LUMO level (spin up / spin down)**: -2.242 / -1.365 eV

Each line ends with the Mulliken charge.
Cartesian coordinates (Å):
P 0.66 0.62 0.80  0.157
S 0.38 1.86 -0.84  -0.162
S -1.04 -2.30 -0.46  -0.207
Br 2.53 -0.34 0.21  -0.094
H -0.64 2.52 -0.28  0.170
H -1.88 -2.36 0.57  0.136


No. 9
Below is C15H35N5O5Rb as an isolated structure, with properties calculated with wB97M-V/def2-TZVPD.

**E_tot**: -34461.2079 eV
**Max |F|**: 3.8 eV Å⁻¹
**Energy relative to the best compared isomer or geometry (same formula, charge and spin)**: 443.8 kJ/mol
**Charge**: +1
**LUMO level**: -3.435 eV

Each line ends with the Mulliken charge.
Cartesian coordinates (Å):
Rb 0.94 -0.38 0.49  1.000
C -0.47 -8.52 -0.55  -0.995
C 0.92 -7.88 -0.79  0.706
O 0.95 -6.63 -0.92  -0.678
N 2.00 -8.64 -0.98  -0.177
C 3.35 -8.12 -1.18  -0.806
H -0.48 -9.47 -1.09  0.335
H -1.25 -7.90 -0.98  0.279
H -0.75 -8.66 0.49  0.251
H 1.71 -9.61 -1.01  0.198
H 4.06 -8.73 -1.74  0.321
H 3.76 -7.87 -0.20  0.274
H 3.28 -7.14 -1.67  0.291
C -3.70 5.69 2.65  -1.122
C -2.23 5.32 2.50  0.715
O -1.87 4.84 1.43  -0.686
N -1.43 5.54 3.51  -0.150
C -1.72 6.04 4.85  -0.807
H -3.87 6.74 2.88  0.322
H -4.16 5.10 3.45  0.330
H -4.29 5.43 1.76  0.289
H -0.44 5.35 3.43  0.246
H -2.62 6.65 4.87  0.302
H -0.92 6.74 5.10  0.323
H -1.69 5.25 5.60  0.239
C 7.87 -0.02 -4.64  -0.972
C 7.20 0.53 -3.35  0.629
O 6.12 0.00 -3.06  -0.676
N 7.76 1.43 -2.52  -0.144
C 9.02 2.08 -2.64  -0.825
H 8.88 -0.31 -4.33  0.315
H 7.90 0.69 -5.46  0.268
H 7.44 -0.97 -4.96  0.287
H 7.23 1.66 -1.69  0.246
H 9.47 2.29 -1.67  0.320
H 8.91 2.99 -3.23  0.283
H 9.78 1.44 -3.09  0.268
C -4.98 1.70 -5.19  -0.919
C -3.86 0.80 -5.66  0.622
O -3.18 0.20 -4.81  -0.666
N -3.59 0.59 -6.99  -0.132
C -4.39 1.15 -7.98  -0.947
H -4.59 2.70 -5.36  0.265
H -5.25 1.70 -4.13  0.279
H -5.84 1.39 -5.79  0.297
H -2.91 -0.09 -7.30  0.271
H -5.45 0.88 -8.03  0.305
H -3.95 0.86 -8.93  0.320
H -4.40 2.23 -8.11  0.304
C -1.08 0.39 8.04  -0.907
C -2.21 0.20 7.00  0.669
O -2.04 -0.49 6.00  -0.663
N -3.41 0.61 7.34  -0.187
C -4.65 0.38 6.61  -0.854
H -0.47 -0.50 8.23  0.281
H -1.48 0.74 8.99  0.295
H -0.49 1.19 7.60  0.239
H -3.50 1.29 8.08  0.239
H -5.46 1.04 6.93  0.340
H -4.97 -0.67 6.64  0.257
H -4.54 0.72 5.58  0.292


No. 10
Below is C17H14N6O2S2 as an isolated structure, with properties calculated with wB97M-V/def2-TZVPD.

**E_tot**: -52562.3143 eV
**Max |F|**: 1.3 eV Å⁻¹
**Energy relative to the best compared isomer or geometry (same formula, charge and spin)**: 0.0 kJ/mol
**Charge**: 0
**LUMO level**: -0.269 eV

Each line ends with the Mulliken charge.
Cartesian coordinates (Å):
C 6.51 3.30 -0.19  -0.829
H 6.27 3.47 0.86  0.339
O 6.55 1.92 -0.50  -0.451
C 5.43 1.18 -0.34  0.882
C 4.20 1.67 0.11  -0.395
C 3.12 0.82 0.24  -0.660
C 3.24 -0.53 -0.08  0.744
C 4.47 -1.02 -0.54  -0.698
C 5.54 -0.17 -0.66  -0.734
H 6.50 -0.53 -1.01  0.431
H 4.57 -2.06 -0.79  0.291
C 2.10 -1.39 0.06  0.314
N 0.97 -1.05 0.61  -0.215
C 0.10 -2.08 0.55  0.143
N 0.50 -3.21 0.00  -0.623
S 2.04 -3.05 -0.51  0.010
N -1.18 -2.00 1.03  -0.011
C -1.86 -0.97 1.63  0.156
O -3.03 -1.09 1.89  -0.610
C -1.10 0.31 1.86  -0.622
H -0.07 0.14 2.18  0.475
H -1.64 0.95 2.55  0.557
S -0.98 1.18 0.25  -0.179
C -2.68 1.58 0.10  0.238
N -3.30 2.59 0.65  -0.414
N -4.59 2.52 0.36  -0.681
C -4.79 1.45 -0.38  0.687
C -5.95 0.89 -0.94  -0.668
C -5.84 -0.26 -1.66  -0.133
C -4.58 -0.88 -1.84  -0.871
C -3.46 -0.34 -1.30  0.066
N -3.57 0.80 -0.58  0.127
H -2.47 -0.76 -1.41  0.445
H -4.51 -1.79 -2.42  0.402
H -6.72 -0.71 -2.09  0.400
H -6.89 1.40 -0.77  0.439
H -1.72 -2.85 0.89  0.289
H 2.17 1.20 0.57  0.372
H 4.08 2.71 0.36  0.410
H 7.51 3.67 -0.39  0.240
H 5.79 3.83 -0.82  0.340


No. 11
Below is an isolated ion of composition C4H8NOS and charge -1, with properties calculated with wB97M-V/def2-TZVPD.

**E_tot**: -18650.0315 eV
**Max |F|**: 5.5 eV Å⁻¹
**Energy relative to the best compared isomer or geometry (same formula, charge and spin)**: 210.2 kJ/mol
**Charge**: -1
**SMILES**: C[C@@H](C[S-])NC=O
**LUMO level**: 3.878 eV

Each line ends with the Mulliken charge.
Cartesian coordinates (Å):
O -0.22 -3.12 0.39  -0.636
C -0.23 -1.95 -0.03  0.004
N 0.72 -1.06 0.32  -0.229
C 0.45 0.47 0.28  0.351
C -1.11 0.73 0.58  -1.092
S -0.97 2.59 1.09  -0.649
C 0.77 0.83 -1.07  -1.204
H -1.28 -1.60 -0.29  0.328
H 1.38 -1.38 1.03  0.220
H 1.16 0.91 1.07  0.400
H -1.41 -0.08 1.32  0.395
H -1.81 0.81 -0.25  0.247
H -0.16 0.97 -1.81  0.213
H 1.31 1.80 -0.94  0.279
H 1.39 0.09 -1.68  0.371


No. 12
Below is C16H25AsBCoF5NS4SbSi2Te as an isolated structure, with properties calculated with wB97M-V/def2-TZVPD.

**E_tot**: -204153.8630 eV
**Max |F|**: 0.5 eV Å⁻¹
**Energy relative to the best compared isomer or geometry (same formula, charge and spin)**: 67.8 kJ/mol
**Charge**: -2
**Spin multiplicity**: 6
**LUMO level (spin up / spin down)**: 3.929 / 3.779 eV

Each line ends with the Mulliken spin population.
Cartesian coordinates (Å):
Co 0.63 -0.91 1.44  2.631
S 3.59 -0.13 4.91  0.001
Sb 2.34 -1.80 3.94  0.027
S 0.05 -0.86 3.62  0.156
S 2.74 -1.71 1.48  0.144
Te 1.93 0.17 -2.36  0.540
C 0.44 0.78 -3.71  -0.012
C -0.48 0.01 -4.37  0.015
C -1.37 0.76 -5.19  -0.011
C -1.12 2.10 -5.14  0.025
S 0.19 2.44 -4.08  0.002
H -0.53 -1.06 -4.25  -0.002
H -2.17 0.33 -5.77  -0.001
H -1.66 2.89 -5.64  0.002
C 2.95 1.95 1.54  -0.001
Si 1.30 2.63 1.01  -0.008
C 1.62 4.04 -0.21  0.013
C 0.38 3.27 2.52  0.017
As 0.05 0.95 -0.05  0.427
Si -2.09 1.87 -0.20  -0.020
C -2.06 3.71 -0.62  0.021
C -3.03 1.04 -1.60  0.027
C -3.05 1.62 1.40  0.049
H 3.60 2.78 1.84  -0.001
H 3.45 1.40 0.73  -0.002
H 2.88 1.27 2.39  0.007
H 2.23 4.81 0.27  0.000
H 0.71 4.50 -0.58  -0.001
H 2.18 3.65 -1.07  -0.003
H 1.00 3.99 3.06  0.000
H 0.18 2.43 3.19  0.005
H -0.57 3.76 2.26  0.002
H -1.50 3.88 -1.54  -0.003
H -1.61 4.31 0.17  -0.002
H -3.09 4.06 -0.77  0.001
H -2.47 1.11 -2.53  -0.011
H -4.00 1.53 -1.74  0.001
H -3.21 -0.02 -1.40  -0.004
H -2.56 2.13 2.23  -0.002
H -3.10 0.56 1.65  -0.005
H -4.07 2.01 1.30  0.007
F 2.43 -7.07 0.23  0.006
C 2.14 -6.32 1.33  0.011
F 1.58 -7.15 2.24  0.004
F 3.34 -5.97 1.85  0.016
C 1.26 -5.18 1.00  0.318
C 1.41 -4.49 -0.23  -0.079
C 0.65 -3.42 -0.52  0.311
N -0.36 -2.97 0.37  0.124
C -0.46 -3.62 1.63  0.278
C 0.33 -4.68 1.93  -0.033
H 2.18 -4.78 -0.93  -0.002
H 0.78 -2.82 -1.41  0.018
H -1.15 -3.18 2.32  0.002
H 0.24 -5.11 2.91  0.001
F -1.36 -1.70 -1.38  0.009
B -1.35 -2.07 -0.10  -0.023
F -2.40 -1.74 0.65  0.005